The following is a quantum chemistry calculation of a single C3H7NOS molecule, from the OMol25 dataset.

CARTESIAN COORDINATES (ANGSTROEM)
C  1.1736  -1.5884  -0.6941
C  1.1172  -0.4676  0.3729
C  -1.0983  0.8313  0.2043
H  1.9388  -1.3171  -1.4327
H  0.2303  -1.5925  -1.2479
H  1.3962  -2.5092  -0.1613
H  2.0620  -0.3868  0.8941
H  0.3431  -0.7425  1.1391
H  -2.7895  1.9284  0.4467
H  -1.4991  2.8979  -0.1146
N  -1.7974  2.0271  0.3156
O  -1.6548  -0.2182  0.4201
S  0.5778  1.1376  -0.1421

Values from the calculation:
Net charge: 0
Energy above the lowest of the compared OMol25 structures with the same formula, charge and spin in kcal/mol: 3.8
Orbital gap in eV: 10.07
Largest force on an atom in Eh/bohr: 0.0502